Entry from the OMol25 dataset: a molecular structure, C27H21I2N2O6SeTeV (ωB97M-V/def2-TZVPD).

Element x y z (Å)
V1 0.2672 2.2709 0.0608
O1 0.1599 0.6815 -2.8681
C1 0.6527 -0.5474 -2.3218
C2 0.9227 -0.1553 -0.8483
O2 1.9808 -0.3621 -0.2643
O3 -0.1176 0.3930 -0.3186
C3 1.8165 -1.0313 -3.1802
C4 3.1587 -1.0090 -2.8196
C5 4.1326 -1.4238 -3.7220
C6 3.7880 -1.8582 -4.9909
C7 2.4499 -1.8833 -5.3609
C8 1.4792 -1.4806 -4.4602
C9 -0.4503 -1.6032 -2.2348
C10 -1.7836 -1.2146 -2.2244
C11 -2.7839 -2.1578 -2.0358
C12 -2.4572 -3.4935 -1.8473
C13 -1.1246 -3.8834 -1.8452
C14 -0.1244 -2.9411 -2.0358
H1 0.2537 0.6504 -3.8266
H2 3.4365 -0.6669 -1.8360
H3 5.1734 -1.3998 -3.4236
H4 4.5533 -2.1763 -5.6878
H5 2.1609 -2.2256 -6.3467
H6 0.4335 -1.5364 -4.7453
H7 -2.0277 -0.1662 -2.3322
H8 -3.8199 -1.8412 -2.0154
H9 -3.2396 -4.2266 -1.6936
H10 -0.8615 -4.9230 -1.6915
H11 0.9161 -3.2453 -2.0277
O4 2.9579 4.2096 0.4962
N1 1.7934 4.0644 0.2465
O5 1.3711 3.7496 -0.9238
O6 0.8857 4.0796 1.1418
I1 -4.5316 1.0330 -0.9302
I2 -6.6248 -0.7171 -1.0550
Se1 -2.2334 2.9054 -0.4914
C15 -2.0927 4.0177 -1.9483
N2 -2.0099 4.7086 -2.8692
Te1 1.5755 1.0009 2.4484
C16 0.7586 2.0981 4.0628
C17 1.1922 1.8415 5.3600
C18 0.6576 2.5465 6.4297
C19 -0.3139 3.5121 6.2089
C20 -0.7431 3.7788 4.9168
C21 -0.2037 3.0800 3.8456
C22 0.0883 -0.5048 2.4544
C23 0.4478 -1.7935 2.0912
C24 -0.5389 -2.7496 1.8819
C25 -1.8756 -2.4238 2.0516
C26 -2.2292 -1.1409 2.4494
C27 -1.2489 -0.1818 2.6480
H12 1.9452 1.0833 5.5360
H13 1.0009 2.3402 7.4358
H14 -0.7326 4.0604 7.0434
H15 -1.4932 4.5380 4.7356
H16 -0.5227 3.3208 2.8386
H17 1.4876 -2.0426 1.9230
H18 -0.2592 -3.7473 1.5667
H19 -2.6437 -3.1630 1.8628
H20 -3.2723 -0.8753 2.5673
H21 -1.5374 0.8270 2.9189

Cartesian forces (eV/Å) of the 3 atoms listed first:
-0.774 0.212 0.243
-0.014 0.016 -0.097
-0.047 0.014 0.006

Computed properties:
2S+1: 4
total charge: -1
Kohn-Sham gap (alpha / beta): 6.666 / 7.387 eV
HOMO level (alpha / beta): -5.2 / -5.9 eV
largest force on an atom: 0.84 eV/A